131
Properties=species:S:1:pos:R:3:forces:R:3:mulliken_charge:R:1 method="wB97M-V/def2-TZVPD" e_homo_ev=-10.482 gap_ev=9.829 e_tot_ev=-229561.455 total_charge=0
C -10.09048 18.52526 -19.09880 1.2620 0.7149 1.3815 -1.06
C -8.75926 19.30175 -18.81037 0.4883 -0.7708 -0.9954 1.26
C -7.94081 19.79126 -20.02247 0.2471 0.2118 0.0641 -0.37
C -7.27217 18.69200 -20.88700 -0.0715 -0.0402 2.0276 -0.55
C -6.46852 17.59209 -20.02611 -1.5202 0.9019 -1.6300 0.56
C -5.80726 16.62788 -20.97623 0.5854 -0.5165 0.1020 -1.51
H -10.27169 18.22649 -18.06633 -1.1404 -0.0465 -0.0084 0.13
H -10.01690 17.57412 -19.62608 0.3538 0.3100 -0.4632 0.36
H -10.86429 19.17568 -19.50657 -0.0737 -0.2257 0.0665 0.22
H -8.84667 20.10239 -18.07590 -0.8756 0.2822 -0.4096 0.00
H -8.14023 18.64502 -18.19913 0.0749 -0.3766 -0.4192 -0.73
H -7.22437 20.54119 -19.68716 0.3674 -0.0660 0.2123 -0.07
H -8.56904 20.34654 -20.71895 -0.3514 0.1587 0.0427 0.44
H -8.17245 18.33859 -21.38970 0.4543 -1.1298 -0.3336 0.36
H -6.62248 19.14586 -21.63534 0.0545 -0.0305 0.0552 -0.03
H -5.74778 18.04651 -19.34631 -0.0198 0.2960 -0.0214 -0.13
H -7.18772 17.01581 -19.44408 -0.0135 0.1963 0.2911 0.23
H -5.17331 15.92055 -20.44155 0.0311 -0.1610 0.1288 0.35
H -6.56629 16.03482 -21.48637 0.0696 0.1038 -0.2675 0.39
H -5.14562 17.12232 -21.68747 -0.2463 0.0127 -0.1617 0.26
Cl -0.85850 16.34355 -20.08047 0.6102 0.2294 -0.1751 -0.19
C -1.65161 15.06364 -19.15423 -0.9482 -0.0206 0.2143 -0.30
C -0.73597 14.24447 -18.25080 0.1745 0.8675 -0.0507 0.02
Cl 0.35040 13.23758 -19.28438 -0.4171 0.1167 0.7425 -0.21
H -2.20208 14.48549 -19.89640 0.3274 -0.4052 0.1901 0.36
H -2.42963 15.60899 -18.62003 0.1652 -0.2879 0.5502 0.05
H -1.25761 13.71092 -17.45625 -0.4343 -0.8140 -0.7966 0.18
H -0.13990 14.88283 -17.59866 0.4743 0.3173 -0.6619 0.10
Cl -3.62833 22.20378 -17.55538 -0.2096 -0.3729 -0.2345 -0.09
C -3.36616 22.49308 -15.83563 0.9234 0.7093 0.5528 -0.15
C -2.23533 23.53383 -15.64050 -1.1373 -0.4061 -0.9672 -0.45
Cl -2.75133 25.09958 -16.35008 -0.1052 0.1959 0.4847 -0.20
H -3.05316 21.56778 -15.35195 -0.0707 -0.1094 -0.1285 0.19
H -4.29947 22.83316 -15.38689 0.0907 -0.0035 -0.0675 0.02
H -1.38252 23.30650 -16.28013 0.1584 -0.4300 0.6862 0.37
H -2.03077 23.61595 -14.57302 0.2123 0.3426 -0.3007 0.21
Cl -6.61324 24.71797 -20.97681 0.3677 0.2827 -0.2356 -0.23
C -5.16221 24.27603 -19.95555 -0.5579 -0.7127 -1.6256 -0.02
C -3.99249 23.67361 -20.79385 -0.9159 -0.5314 1.3801 0.61
Cl -3.02796 24.85442 -21.63120 0.3960 0.6276 -0.2566 -0.23
H -5.66167 23.49634 -19.38046 0.8335 0.1225 0.5228 -0.28
H -4.90116 25.18490 -19.41341 0.1606 -0.4091 0.0881 0.42
H -4.24666 22.90378 -21.52245 -0.7235 0.3399 0.1555 -0.43
H -3.39535 23.13928 -20.05492 0.4183 0.3137 -0.0077 0.14
Cl 0.12434 17.74066 -11.23518 0.1703 0.1316 0.8763 -0.20
C 0.66336 17.62764 -12.90204 -0.4844 -0.9485 -0.7311 -0.18
C -0.36040 16.70111 -13.56508 -0.1723 0.3144 -0.9029 -0.46
Cl -0.05252 16.68625 -15.38033 -0.2251 -0.0379 0.8041 -0.23
H 1.62573 17.12333 -12.98935 0.1167 0.3750 0.3220 0.34
H 0.70278 18.63807 -13.30895 -0.1068 -0.2607 -0.1725 0.18
H -1.39230 17.00952 -13.39721 0.1659 0.3635 -0.2227 0.21
H -0.32154 15.66573 -13.22658 0.4840 0.1572 0.0182 0.35
Cl -3.68296 19.41937 -21.87921 -0.1798 -0.9140 0.6509 -0.08
C -3.35277 20.44521 -23.23509 -1.4963 1.9449 -1.0309 -0.45
C -4.63788 20.71299 -24.12416 0.1598 -0.1983 -0.1483 -0.61
Cl -5.89233 21.77454 -23.32128 0.6946 -0.7085 -0.0636 -0.15
H -2.47857 20.10701 -23.79141 -0.3344 -0.1349 -0.1066 0.40
H -3.13967 21.40680 -22.76815 0.3974 0.0552 -0.3550 0.17
H -5.14763 19.81812 -24.48117 0.0207 -0.2696 0.7091 0.35
H -4.47375 21.22831 -25.07053 0.8038 0.2714 0.3184 0.39
Cl -11.49110 20.96313 -17.03503 0.1611 -0.0090 -0.2338 -0.02
C -13.06273 20.44136 -17.77048 0.5788 0.4136 0.0544 -0.84
C -14.04843 21.45667 -17.29427 -1.2882 -0.1007 -0.5733 -0.44
Cl -15.66718 20.95652 -18.10236 0.8802 0.3519 0.9229 -0.25
H -13.18507 19.41210 -17.43319 -0.3927 0.3066 -0.1241 0.37
H -13.03361 20.55911 -18.85371 0.4736 -0.4593 0.0773 0.50
H -13.84895 22.43182 -17.73856 0.1208 -0.1266 0.1486 0.30
H -14.09973 21.53890 -16.20859 -0.4975 -0.2714 -0.1801 0.39
C -0.56564 22.49302 -12.26789 -0.3581 1.0966 -0.5580 -0.59
N 0.32572 22.50967 -13.52730 -0.3453 0.4012 1.8211 0.92
O 0.47914 23.56573 -14.10896 -0.1340 -0.4484 0.1623 -0.51
O 0.79982 21.44558 -13.82361 0.3055 -0.4623 -0.5564 -0.54
H -1.55967 22.30044 -12.67151 0.0305 -0.4875 0.2130 0.13
H -0.62705 23.49747 -11.84907 0.3764 0.0443 -0.2676 0.31
H -0.26006 21.80437 -11.48018 0.1890 -0.2813 -0.7137 0.30
C -10.40915 21.61425 -11.69166 0.1246 -0.1487 1.9269 -0.90
N -10.27859 20.70600 -12.84264 -1.9496 -0.0861 -1.6809 0.86
O -9.19263 20.50687 -13.35946 -0.1715 0.0891 0.5803 -0.48
O -11.34866 20.24771 -13.27897 1.7470 0.4849 0.8271 -0.46
H -11.04932 22.48654 -11.82354 0.3200 -0.1074 -0.9100 0.32
H -9.43996 21.85919 -11.25718 0.0204 0.1410 -0.5939 0.31
H -10.93897 21.06771 -10.91148 -0.0235 -0.3542 -0.1672 0.34
C -7.88938 14.86201 -15.02297 1.6811 1.4558 -0.2003 -0.72
N -9.11269 15.17273 -14.26652 0.6425 -1.8038 0.6293 1.02
O -10.16094 14.90369 -14.79097 -0.8904 0.4494 -0.5989 -0.54
O -8.96878 15.43294 -13.09222 -0.1636 0.8273 0.3345 -0.56
H -7.03554 15.21875 -14.44696 -0.1542 -0.5774 0.5126 0.31
H -7.77458 15.55298 -15.85813 -0.7340 -0.5709 -0.5773 0.19
H -7.82466 13.79549 -15.23845 -0.3254 0.3246 -0.1669 0.33
C -4.91119 18.89961 -16.14703 -0.4349 -0.7714 0.4940 -0.42
N -6.41244 19.02171 -16.32998 2.7211 -2.6168 -0.8100 0.69
O -7.03335 17.98119 -16.20256 -0.8626 0.4397 0.6226 -0.40
O -6.75157 20.00836 -16.88662 -1.3590 1.9836 -0.0467 -0.34
H -4.70712 17.90540 -15.74952 -0.1226 0.2245 0.3597 0.18
H -4.58890 19.70528 -15.48739 0.2495 -0.0252 -0.4486 -0.11
H -4.53578 18.86690 -17.16981 0.1774 0.7127 0.1661 0.29
C -9.95900 23.76991 -19.22533 -0.2523 -1.0020 -0.3710 -0.24
N -11.01762 24.72038 -18.81743 0.5665 1.7919 -0.5469 0.91
O -12.17438 24.43523 -18.97178 -0.7675 -1.1007 0.1387 -0.53
O -10.65979 25.85124 -18.53833 0.4930 -0.1965 0.5314 -0.56
H -9.53078 24.17917 -20.14033 0.0052 -0.0158 0.1434 0.26
H -10.48018 22.83371 -19.42536 0.2687 0.0217 0.0125 0.23
H -9.17147 23.62214 -18.48638 -0.3271 0.3898 0.0940 -0.09
C -7.83895 22.69337 -15.74288 -0.1046 -0.5284 -0.2219 -0.41
N -7.28101 23.00074 -14.41248 -0.7273 2.6810 0.1540 0.94
O -7.75320 24.03259 -13.87304 1.2659 -2.3099 -0.5884 -0.59
O -6.48333 22.23221 -13.93535 0.2271 0.0497 0.4404 -0.47
H -8.52403 21.90968 -15.41946 -0.7922 0.2285 -0.6913 0.11
H -7.16099 22.19330 -16.43455 0.4821 0.2167 0.5283 0.07
H -8.22774 23.60787 -16.19080 -0.3800 -0.3327 0.4006 0.39
C -5.86355 19.57396 -12.27780 0.6048 1.4973 -1.8236 -0.43
N -4.36125 19.25439 -12.21687 0.1879 0.0449 2.7298 0.82
O -3.47794 19.81544 -12.85209 -1.6064 0.0982 -1.1183 -0.41
O -4.07846 18.57666 -11.25513 -0.0417 -0.9863 0.2217 -0.53
H -6.05759 19.61186 -13.34972 -0.4354 0.1765 0.1917 -0.08
H -5.91943 20.58317 -11.86979 0.1635 0.1403 -0.3357 0.34
H -6.62566 19.01866 -11.73106 1.0896 -0.9427 0.0326 0.31
C -12.06972 17.29268 -14.29034 -0.8714 0.8975 -2.0017 -0.55
N -13.35353 18.12810 -14.15464 0.2113 0.6779 -0.4397 0.94
O -13.69646 18.99866 -14.95067 1.2987 -0.7439 -0.3192 -0.50
O -14.03715 17.85337 -13.22139 -0.7652 -0.7842 1.7952 -0.58
H -11.68015 17.64501 -15.24543 0.5038 0.0525 0.2503 0.02
H -12.42099 16.27978 -14.48720 0.1561 0.0256 0.6653 0.40
H -11.37159 17.43706 -13.46580 -0.5493 -0.0634 -0.0096 0.26
C -4.39870 12.61163 -14.97756 0.4936 1.1974 0.8966 -0.81
N -4.36996 13.66585 -16.05179 -0.9013 2.4052 1.6833 0.80
O -4.03057 13.32597 -17.12454 0.7413 -1.3197 -2.3648 -0.49
O -4.63796 14.85758 -15.79917 -0.0228 -1.6009 0.6312 -0.44
H -4.36731 13.13337 -14.02105 -0.1333 0.1122 -0.1226 0.33
H -3.43380 12.11708 -15.08933 -0.5484 -0.5912 -0.1624 0.32
H -5.31897 12.02785 -14.99736 0.3918 -0.1527 -0.5557 0.29